Below is a structure of composition C27H34N7O2PS6Ti in a non-equilibrium geometry, with properties calculated with ωB97M-V/def2-TZVPD.

Last column: Löwdin spin population.
Cartesian coordinates (Å):
Ti -0.86117 -0.90895 1.27700  0.95
C -1.83291 3.32635 1.37419  0.03
C -1.48648 1.91227 1.70171  0.20
N -1.77366 0.90833 0.85746  0.20
N -2.45798 1.25601 -0.30030  0.02
C -3.70383 0.81251 -0.56962  0.01
N -4.08616 1.07207 -1.85676  0.00
S -4.69712 0.07652 0.53229  0.01
C -0.92600 1.49797 2.94726  0.11
C -0.68489 2.34552 4.05508  0.05
C -0.22398 1.81601 5.22810  0.06
C -0.01562 0.42330 5.33591  0.10
C -0.27017 -0.35766 4.24223  0.02
N -0.68943 0.14419 3.06203  0.14
H -2.91625 3.43721 1.28340  0.01
H -1.47981 4.01780 2.13487  0.00
H -1.39663 3.62933 0.41888  0.01
H -1.91010 1.70272 -1.02152  0.00
H -3.39418 1.20088 -2.57769  0.00
H -4.96630 0.67020 -2.12809  0.00
H -0.89735 3.40283 3.98130  0.00
H -0.04238 2.46247 6.07787  0.00
H 0.31257 -0.03164 6.25910  0.01
H -0.14075 -1.43233 4.27039  0.00
S -0.20262 -7.62301 4.32549  0.00
C -0.32877 -6.13643 3.62123  0.00
S -1.81899 -5.32054 3.34503  0.00
C -1.18449 -3.87046 2.60241  0.01
C 0.15122 -3.83019 2.47661  0.01
S 1.04165 -2.49005 1.77145  0.00
S 1.02025 -5.21510 3.08139  0.00
S -2.32486 -2.62171 2.09838  0.01
C 3.64630 2.56926 1.73612  0.00
N 3.67443 1.14349 2.26899  0.00
C 4.53721 0.28771 1.34420  0.00
N 4.06736 0.37353 0.01028  0.00
C 4.01897 1.75466 -0.45188  0.00
N 3.17754 2.59524 0.39767  0.00
C 1.74312 2.27778 0.26952  0.01
P 1.35064 0.50318 0.65093  0.01
C 2.26883 0.59795 2.31358  0.00
C 2.78835 -0.32562 -0.19002  0.00
H 4.66460 2.95634 1.79820  0.00
H 2.99052 3.13886 2.39310  0.00
H 4.08978 1.14115 3.20029  0.00
H 4.46854 -0.73419 1.71279  0.00
H 5.55945 0.65881 1.43195  0.00
H 3.62147 1.77062 -1.46522  0.00
H 5.03040 2.16621 -0.45879  0.00
H 1.42515 2.51439 -0.74457  0.00
H 1.17980 2.90946 0.96017  0.00
H 2.30213 -0.40802 2.73411  0.00
H 1.70324 1.23461 2.99660  0.00
H 2.59341 -0.37709 -1.25902  0.00
H 2.85947 -1.34556 0.18883  0.00
C -2.62559 -1.24952 -6.87155  0.00
C -1.99062 -1.14568 -5.51144  0.00
C -2.55354 -1.76909 -4.41229  0.00
C -1.99718 -1.68227 -3.13501  0.00
C -2.67626 -2.47462 -2.04414  0.00
C -0.84344 -0.89151 -2.96697  0.00
C -0.20203 -0.33099 -4.08568  0.00
C 1.14211 0.36020 -4.02838  0.00
C -0.79159 -0.46598 -5.33437  0.00
C -0.36840 -0.55171 -1.58292  0.01
O 0.31550 0.47880 -1.41196  0.01
O -0.78598 -1.24861 -0.59699  0.01
H -3.70244 -1.39624 -6.79409  0.00
H -2.21555 -2.09881 -7.42307  0.00
H -2.43873 -0.35307 -7.46296  0.00
H -3.45781 -2.35401 -4.54101  0.00
H -3.51717 -3.02038 -2.46983  0.00
H -3.04988 -1.85784 -1.22748  0.00
H -1.99065 -3.18785 -1.59028  0.00
H 1.07863 1.34198 -3.56099  0.00
H 1.53071 0.47793 -5.03965  0.00
H 1.86146 -0.22768 -3.45757  0.00
H -0.29508 -0.03232 -6.19628  0.00

The calculation puts the electronic energy at -5163.0834 hartree. Its HOMO-LUMO gap (alpha / beta) is 5.63 / 5.66 eV. For the energy above the lowest of the compared OMol25 structures with the same formula, charge and spin, the calculation gives 25.0 kcal per mole. The calculation puts the HOMO energy (alpha / beta) at -6.3 / -6.3 eV. Its LUMO energy (alpha / beta) is -0.0236 / -0.0241 Ha. As for the multiplicity: 3.

=====

Below is a structure of composition C27H35BBiF6N13O4S4, with properties calculated with ωB97M-V/def2-TZVPD.

Last column: Mulliken charge in e.
Cartesian coordinates (Å):
Bi -0.43086 0.45348 -0.14347  1.76
C 1.11682 -1.40861 1.98842  -0.98
N 0.72356 0.02928 2.03981  1.50
C 1.95649 0.82524 2.23076  -0.72
C -0.24928 0.18871 3.10852  0.06
C 0.13021 0.36577 4.42921  -0.40
C -0.82503 0.44429 5.43189  -1.11
C -2.16676 0.33359 5.09760  -0.85
C -2.55529 0.15217 3.78145  -0.57
C -1.60064 0.07493 2.76009  -0.11
N -1.92049 -0.00510 1.41549  0.98
C -3.16629 -0.48479 0.97722  -0.69
C -3.75285 -1.63499 1.49874  -0.20
C -4.90075 -2.16508 0.92781  -0.90
C -5.47750 -1.55561 -0.17416  -0.82
C -4.91512 -0.39458 -0.69088  -0.35
C -3.77539 0.14317 -0.11827  -0.07
N -3.14956 1.35485 -0.57787  1.12
C -3.58671 2.43455 0.33536  -1.15
C -3.45965 1.73891 -1.95591  -1.19
H 1.51772 -1.69245 2.96446  0.46
H 0.24214 -2.01924 1.76738  0.27
H 1.87480 -1.55045 1.22686  0.01
H 2.48425 0.50050 3.12946  0.49
H 2.61174 0.66026 1.38072  0.04
H 1.71773 1.88025 2.30634  0.04
H 1.17808 0.43976 4.68504  0.37
H -0.52114 0.58085 6.46050  0.44
H -2.92421 0.39272 5.86873  0.42
H -3.60565 0.08648 3.53228  0.46
H -3.27980 -2.13670 2.33384  0.53
H -5.33141 -3.06973 1.33699  0.42
H -6.36606 -1.97366 -0.62820  0.44
H -5.37214 0.08778 -1.54419  0.37
H -4.67427 2.55079 0.26300  0.35
H -3.32773 2.17255 1.35978  0.19
H -3.10004 3.36656 0.06815  0.47
H -4.51701 2.00005 -2.08081  0.40
H -2.86570 2.61867 -2.20559  0.28
H -3.20410 0.93016 -2.63615  0.24
C -0.83750 3.71459 2.69833  -0.75
N 0.43736 3.92787 2.03914  0.30
C 1.56123 4.45969 2.63661  -0.49
C 2.48402 4.60566 1.65683  -0.81
N 1.92924 4.19134 0.46947  0.39
B 2.73939 4.47953 -0.87044  0.63
N 2.24685 3.63266 -2.06818  0.11
C 1.79114 4.17512 -3.24645  -0.57
C 1.43218 3.17967 -4.07549  -0.57
N 1.67495 2.00480 -3.40459  0.28
C 1.24295 0.68910 -3.83357  -0.82
C 2.13576 2.28320 -2.14763  -0.93
S 2.41458 1.09743 -0.96378  0.09
C 0.69578 3.77602 0.71599  -0.25
S -0.42611 3.13229 -0.43009  -0.43
H -0.66047 3.48516 3.74704  0.32
H -1.35859 2.87769 2.23964  -0.01
H -1.46223 4.60419 2.61553  0.32
H 1.60161 4.66189 3.69181  0.48
H 3.49576 4.96619 1.69511  0.50
H 2.57889 5.64366 -1.14436  -0.20
H 3.88125 4.23112 -0.58282  -0.17
H 1.79040 5.23912 -3.40207  0.48
H 1.05268 3.19388 -5.08160  0.48
H 1.14600 0.67827 -4.91891  0.34
H 0.23935 0.47985 -3.45485  0.21
H 1.91669 -0.06768 -3.44709  0.29
F 4.44899 -3.90841 0.65994  -0.20
C 5.11287 -3.41120 -0.38407  0.56
F 6.36434 -3.15439 0.00245  -0.22
F 5.14702 -4.32794 -1.34743  -0.22
S 4.33477 -1.83261 -0.98160  0.88
O 3.86824 -1.20640 0.22810  -0.61
O 5.35031 -1.20898 -1.76286  -0.63
N 3.16822 -2.30226 -1.93773  -0.45
S 1.84251 -2.98042 -1.49589  1.12
O 1.94905 -4.27572 -0.89063  -0.74
O 0.90266 -2.06964 -0.85750  -0.28
C 1.15817 -3.32430 -3.18144  0.38
F 0.18404 -4.23066 -3.06315  -0.23
F 0.61937 -2.22889 -3.73182  -0.16
F 2.07729 -3.80264 -4.00476  -0.23
N -2.82973 -2.78377 -4.66933  -0.71
N -2.54303 -2.51859 -3.34423  1.31
N -2.47955 -3.46655 -2.44703  -0.96
C -2.08142 -2.78135 -1.38229  -0.75
N -1.94401 -1.47977 -1.64901  0.89
N -2.23586 -1.32930 -2.92651  -1.02
H -3.50857 -3.53393 -4.69512  0.29
H -3.17541 -1.93127 -5.09044  0.28
H -1.91537 -3.22627 -0.41773  0.50

The calculation puts the electronic energy at -4494.0866 hartree. Its HOMO-LUMO gap is 7.17 eV. For the energy above the lowest of the compared OMol25 structures with the same formula, charge and spin, the calculation gives 32.0 kcal per mole. The calculation puts the HOMO energy at -7.5 eV. Its LUMO energy is -0.0121 Ha.

=====

Below is a structure of composition C27H35BF2MgN7, with properties calculated with ωB97M-V/def2-TZVPD.

Last column: Mulliken charge in e.
Cartesian coordinates (Å):
Mg -0.12097 -0.12015 0.10594  3.30
N -0.95579 2.03097 0.33341  -0.48
C -0.92217 2.54436 1.69230  -0.75
C -0.74373 1.37504 2.66881  -0.60
N 0.27725 0.47731 2.15574  -0.57
H -0.66051 2.73500 -0.33148  0.28
H -1.90237 1.77210 0.08441  0.14
H -1.83021 3.10456 1.96303  0.43
H -0.07333 3.22686 1.79513  0.32
H -1.67358 0.80617 2.73223  0.24
H -0.51161 1.77089 3.67096  0.45
H 0.26150 -0.40127 2.66206  0.31
H 1.20096 0.87503 2.28410  0.27
N -0.23759 0.05908 -2.11332  -0.11
C -1.52663 -0.24867 -2.65590  -0.01
C -1.76051 -0.35641 -4.02612  -0.32
C -3.04500 -0.56191 -4.49704  -1.22
C -4.10795 -0.57817 -3.60673  -0.76
C -3.89548 -0.48383 -2.23653  0.85
C -4.98095 -0.34407 -1.28798  -1.07
C -4.73147 -0.19381 0.01593  -1.11
C -3.38796 -0.29994 0.58759  -0.81
N -2.25153 -0.41577 -0.40099  0.29
C -2.57489 -0.39777 -1.74804  -0.09
H 0.39580 -0.73410 -2.09751  -0.37
H 0.21558 0.77964 -2.66864  0.37
H -0.93467 -0.26784 -4.72090  0.56
H -3.22614 -0.66125 -5.55679  0.41
H -5.11902 -0.65276 -3.97966  0.47
H -5.98181 -0.27395 -1.68272  0.44
H -5.52874 0.02497 0.71136  0.48
H -3.21068 0.43133 1.37401  0.02
F -2.90924 -2.80556 0.04625  -0.29
B -2.51379 -1.58250 0.53780  0.75
F -1.40944 -1.70161 1.41634  -0.34
N 3.16663 3.18983 -0.64298  -0.01
C 2.31448 2.37406 0.02524  -0.85
N 1.99482 1.29962 -0.63151  0.31
C 2.69809 1.37223 -1.81460  -0.09
C 2.81425 0.48937 -2.88671  0.00
C 3.57074 0.88270 -3.97106  -0.88
C 4.23827 2.11062 -4.00163  -0.51
C 4.19312 2.97619 -2.93089  -1.09
C 3.42625 2.58527 -1.84531  0.23
H 3.57106 4.05315 -0.31904  0.25
H 1.95888 2.62142 1.00560  0.39
H 2.36453 -0.49026 -2.85908  0.58
H 3.65640 0.22407 -4.82160  0.45
H 4.81639 2.37110 -4.87287  0.41
H 4.72938 3.91341 -2.93038  0.43
C 0.56110 -3.34099 -3.22666  -0.75
N -0.24841 -4.09132 -2.25703  0.14
C -1.61267 -4.30800 -2.76128  -0.74
C -0.29586 -3.39462 -0.93338  -0.32
C 1.05376 -3.06510 -0.35547  0.13
C 1.96510 -4.10574 -0.17104  -0.54
C 3.19446 -3.85904 0.40296  -0.87
C 3.49063 -2.56660 0.80411  -0.98
C 2.56294 -1.55333 0.62808  -0.39
C 1.30737 -1.74438 0.03672  0.22
H 0.73523 -3.93125 -4.12464  0.50
H 1.51800 -3.08713 -2.76953  0.35
H 0.02475 -2.43323 -3.50014  0.15
H 0.20505 -4.99850 -2.09988  0.43
H -2.08312 -3.34083 -2.93942  0.20
H -2.21102 -4.83643 -2.02176  0.33
H -1.59726 -4.87559 -3.69019  0.38
H -0.84523 -4.04034 -0.24598  0.72
H -0.86121 -2.47551 -1.06543  -0.42
H 1.70804 -5.12184 -0.45465  0.32
H 3.90318 -4.66116 0.54970  0.42
H 4.44469 -2.35932 1.26963  0.46
H 2.83369 -0.55878 0.95670  0.20

The calculation puts the electronic energy at -1857.8512 hartree. Its HOMO-LUMO gap is 7.74 eV. For the energy above the lowest of the compared OMol25 structures with the same formula, charge and spin, the calculation gives 12.3 kcal per mole. The calculation puts the HOMO energy at -9.7 eV. Its LUMO energy is -0.0716 Ha. Its net charge is +1.

=====

M (Da)
759.859, 1067.712, 530.739